A.
This record from the Open Molecules 2025 dataset describes the molecule C3H3NOS. The level of theory is ωB97M-V with the def2-TZVPD basis set.

Results
SMILES string	CSC(=O)C#N

```
! RIJCOSX wB97M-V def2-TZVPD def2/J DEFGRID3
* xyz 0 1
C -0.3944 -2.2346 0.2578
S -1.1442 -0.6257 -0.1165
C 0.3483 0.3403 -0.0817
O 1.2624 -0.3673 0.1322
C 0.4885 1.7990 -0.1335
N 0.8850 2.9913 -0.0367
H -1.2540 -2.9410 0.3000
H 0.1591 -2.4002 -0.5822
H 0.4537 -2.0769 1.0907
*
```

Calculated atomic charges, method Mulliken, unit e: -0.724 -0.069 0.621 -0.437 0.093 -0.362 0.306 0.295 0.277

***

B.
This record from the Open Molecules 2025 dataset describes the molecule C3H3NOS. The level of theory is ωB97M-V with the def2-TZVPD basis set.

Results
SMILES string	COC(=S)C#N

```
! RIJCOSX wB97M-V def2-TZVPD def2/J DEFGRID3
* xyz 0 1
C -0.1395 1.6930 -1.3394
O -0.7181 1.0188 -0.1391
C -0.0407 -0.1369 0.3000
S -0.8641 -0.8622 1.4944
C 1.1989 -0.4301 -0.5379
N 1.9246 -1.0007 -1.2707
H 0.8608 2.4311 -0.9056
H -0.9012 2.4618 -1.3827
H 0.0256 1.0003 -2.1505
*
```

Calculated atomic charges, method Mulliken, unit e: -0.734 -0.255 0.442 -0.225 0.180 -0.337 0.268 0.293 0.368

***

C.
This record from the Open Molecules 2025 dataset describes a cluster of 2 separate species, C3H3NOS in total. The level of theory is ωB97M-V with the def2-TZVPD basis set.

```
! RIJCOSX wB97M-V def2-TZVPD def2/J DEFGRID3
* xyz 0 1
C -1.1472 0.7280 0.5182
C 0.1435 0.0046 -2.3294
C 0.9523 -0.6557 0.8750
N -0.0705 0.2758 0.4081
O -2.1490 1.2857 0.4905
S -1.0941 0.8150 -2.8042
H 0.8415 -1.4177 0.2053
H 1.7906 -0.0962 0.7340
H 0.7330 -0.9395 1.9026
*
```

Calculated atomic charges, method Mulliken, unit e: 0.518 0.018 -0.762 -0.225 -0.451 -0.063 0.313 0.304 0.349

***

Energy relative to the most stable one, in hartree: A 0.0000; B 0.0196; C 0.0132

***

A.
This record from the Open Molecules 2025 dataset describes the molecule C3H3NOS. The level of theory is ωB97M-V with the def2-TZVPD basis set.

Results
SMILES string	C#CC(=O)NS

```
! RIJCOSX wB97M-V def2-TZVPD def2/J DEFGRID3
* xyz 0 1
C -0.1269 -2.0505 -1.2649
C -0.2505 -1.0426 -0.6400
C -0.3618 0.4368 -0.5474
O -0.7565 1.1511 -1.3909
N 0.1755 0.8883 0.7389
S -0.0842 2.4905 1.2773
H -0.0105 -3.0501 -1.6220
H 0.8919 0.3767 1.1099
H 0.9018 3.1895 0.7430
*
```

Calculated atomic charges, method Mulliken, unit e: -0.011 -0.553 0.649 -0.424 -0.320 -0.153 0.413 0.275 0.123

***

B.
This record from the Open Molecules 2025 dataset describes the molecule C3H3NOS. The level of theory is ωB97M-V with the def2-TZVPD basis set.

Results
SMILES string	O=C1S[C@]12CN2

```
! RIJCOSX wB97M-V def2-TZVPD def2/J DEFGRID3
* xyz 0 1
O 2.3999 -1.3091 0.2339
C 1.5630 -0.5018 0.0374
S 1.6517 1.3456 0.0619
C 0.3117 0.0384 -0.1662
C -1.0456 -0.1205 0.4731
N -0.8214 -0.0803 -0.9533
H -1.5087 -0.9561 0.9270
H -1.5289 0.8410 0.8927
H -1.0217 0.7428 -1.5063
*
```

Calculated atomic charges, method Mulliken, unit e: -0.408 0.129 -0.209 0.541 -0.330 -0.457 0.251 0.188 0.293

***

Energy relative to the most stable one, in hartree: A 0.0000; B 0.0087

***

A.
This record from the Open Molecules 2025 dataset describes a cluster of 2 separate species, C2H7NO in total. The level of theory is ωB97M-V with the def2-TZVPD basis set.

Results
<S²>	0.758

```
! RIJCOSX wB97M-V def2-TZVPD def2/J DEFGRID3
* xyz 1 2
C -1.6352 0.4126 1.1086
C -1.0648 0.1634 -0.3484
N 0.0031 0.3934 0.3940
H -2.7249 0.4753 0.9079
H -1.3603 1.3235 1.6442
H -1.6419 -0.4728 1.7477
H -1.2533 -0.8631 -0.6784
H -1.3510 0.9563 -1.0500
H 2.3382 -1.4108 -1.6503
H 1.5788 -0.5108 -0.7072
O 2.4813 -0.7579 -0.9676
*
```

Calculated atomic charges, method Mulliken, unit e: -0.862 0.033 -0.031 0.373 0.382 0.396 0.336 0.294 0.344 0.317 -0.583

***

B.
This record from the Open Molecules 2025 dataset describes a cluster of 2 separate species, C2H7NO in total. The level of theory is ωB97M-V with the def2-TZVPD basis set.

Results
<S²>	0.763

```
! RIJCOSX wB97M-V def2-TZVPD def2/J DEFGRID3
* xyz 1 2
C 0.8950 -0.7506 1.5087
C -1.2112 -1.3700 1.2275
N -0.2935 -0.6213 0.7184
H 0.9132 -0.7933 2.6898
H 1.4677 -1.6489 1.0979
H 1.4414 0.2099 1.1296
H -1.6517 -0.8030 2.0593
H -1.4106 -2.4722 1.5683
H 1.1199 1.8023 -2.5813
H -0.2057 1.5405 -3.4603
O 0.2847 2.4047 -2.9936
*
```

Calculated atomic charges, method Mulliken, unit e: -0.686 0.027 -0.018 0.359 0.361 0.288 0.319 0.349 0.319 0.338 -0.657

***

Energy relative to the most stable one, in hartree: A 0.0000; B 0.0284

***

A.
This record from the Open Molecules 2025 dataset describes the molecule C2H4N2O. The level of theory is ωB97M-V with the def2-TZVPD basis set.

Results
SMILES string	C=NNC=O

```
! RIJCOSX wB97M-V def2-TZVPD def2/J DEFGRID3
* xyz 0 1
C 0.1394 0.3737 -1.5694
N 0.3987 -0.7027 -0.9264
N -0.0853 -0.7732 0.3981
C -0.4401 0.1760 1.2993
O -0.5161 1.4215 1.2630
H 0.6413 0.5933 -2.4598
H -0.2476 1.2215 -1.0291
H 0.5411 -1.5351 0.7849
H -0.4314 -0.7748 2.2394
*
```

Calculated atomic charges, method Mulliken, unit e: -0.315 -0.493 0.005 0.303 -0.527 0.272 0.272 0.307 0.176

***

B.
This record from the Open Molecules 2025 dataset describes the molecule C2H4N2O. The level of theory is ωB97M-V with the def2-TZVPD basis set.

Results
SMILES string	N#C[C@H](N)O

```
! RIJCOSX wB97M-V def2-TZVPD def2/J DEFGRID3
* xyz 0 1
N -2.4310 -1.0488 1.5768
C -1.7518 -0.4885 0.7994
C -0.7221 0.0844 -0.1066
N 0.3671 -0.8185 -0.3331
O -0.1387 1.3457 0.4122
H -1.1903 0.4093 -0.9707
H 0.1979 -1.7466 -0.8849
H 1.1133 -0.2879 -0.7926
H -0.0584 1.2462 1.3122
*
```

Calculated atomic charges, method Mulliken, unit e: -0.371 0.219 0.259 -0.605 -0.530 0.223 0.247 0.243 0.315

***

Energy relative to the most stable one, in hartree: A 0.0622; B 0.0000

***

A.
This record from the Open Molecules 2025 dataset describes a cluster of 2 separate species, C2H4ClFO2 in total. The level of theory is ωB97M-V with the def2-TZVPD basis set.

Results
SMILES string	COC(=O)Cl.F

```
! RIJCOSX wB97M-V def2-TZVPD def2/J DEFGRID3
* xyz 0 1
C -1.3372 0.2595 0.1994
O -0.3008 1.2567 0.1157
C 1.0021 1.0487 -0.0995
O 1.5723 -0.0411 -0.1261
Cl 1.9460 2.5022 -0.0848
H -0.9210 -0.6359 -0.0923
H -2.0252 0.4175 -0.5745
H -1.7354 0.2869 1.1949
F 0.5211 -2.7756 -0.3194
H 1.2780 -2.3191 -0.2135
*
```

Calculated atomic charges, method Mulliken, unit e: -0.541 -0.310 0.648 -0.483 -0.120 0.275 0.280 0.242 -0.386 0.395

***

B.
This record from the Open Molecules 2025 dataset describes the molecule C2H4ClFO2. The level of theory is ωB97M-V with the def2-TZVPD basis set.

Results
SMILES string	CO[C@](O)(F)Cl

```
! RIJCOSX wB97M-V def2-TZVPD def2/J DEFGRID3
* xyz 0 1
C 1.3415 -0.4285 0.5500
O -0.0635 -0.7174 0.4419
C -0.8526 0.1337 -0.1522
O -0.5704 0.4995 -1.3696
F -0.8947 1.4564 0.7619
Cl -2.5854 -0.4543 -0.1060
H 1.4467 0.6678 0.6656
H 1.9079 -0.9010 -0.2244
H 1.5952 -0.8628 1.4017
H -1.3245 0.6065 -1.9689
*
```

Calculated atomic charges, method Mulliken, unit e: -0.699 -0.316 0.811 -0.439 -0.381 -0.210 0.342 0.259 0.297 0.335

***

Energy relative to the most stable one, in hartree: A 0.0000; B 0.0267

***

A.
This record from the Open Molecules 2025 dataset describes a cluster of 2 separate species, C2H4ClNO2 in total. The level of theory is ωB97M-V with the def2-TZVPD basis set.

```
! RIJCOSX wB97M-V def2-TZVPD def2/J DEFGRID3
* xyz 0 1
C -0.0043 -1.3820 0.5636
C 0.9171 1.6864 -0.5779
N -1.0629 -0.6756 0.0744
O -1.4207 -1.0528 -1.0328
O -1.6491 0.1769 0.8563
Cl -0.5496 2.0197 0.1084
H 0.4537 -1.1306 1.4907
H 0.4804 -2.2880 0.1073
H 1.0631 1.4030 -1.5735
H 1.7723 1.2428 -0.0164
*
```

Calculated atomic charges, method Mulliken, unit e: -0.523 -0.503 0.803 -0.590 -0.522 0.042 0.349 0.284 0.357 0.301

***

B.
This record from the Open Molecules 2025 dataset describes a cluster of 2 separate species, C2H4ClNO2 in total. The level of theory is ωB97M-V with the def2-TZVPD basis set.

```
! RIJCOSX wB97M-V def2-TZVPD def2/J DEFGRID3
* xyz 0 1
C 0.4921 1.1926 -0.0196
C 0.3292 -0.3439 -0.3666
N 0.6204 -1.3590 0.3536
O -0.3855 1.9294 0.2626
O 1.7302 1.2752 -0.0859
Cl -2.5642 -0.0037 -0.0717
H 0.3444 -0.2748 -1.4378
H 0.7452 -2.1637 -0.1498
H 0.6247 -1.3156 1.3684
H -1.9364 1.0635 0.1467
*
```

Calculated atomic charges, method Mulliken, unit e: 0.740 -0.149 -0.239 -0.643 -0.586 -0.327 0.341 0.241 0.249 0.374

***

C.
This record from the Open Molecules 2025 dataset describes the molecule C2H4ClNO2. The level of theory is ωB97M-V with the def2-TZVPD basis set.

Results
SMILES string	C/C(=N\O)OCl

```
! RIJCOSX wB97M-V def2-TZVPD def2/J DEFGRID3
* xyz 0 1
C 0.5827 -0.5694 -0.1453
C 0.8405 0.8387 -0.0987
N 0.0679 1.8919 -0.0789
O -1.3089 1.5292 0.0663
O 2.1914 1.1510 -0.2687
Cl 3.6659 0.0547 0.2505
H 0.6150 -0.8624 -1.2479
H 1.3210 -1.2158 0.2880
H -0.4142 -0.8406 0.1360
H -1.5840 2.4881 0.1274
*
```

Calculated atomic charges, method Mulliken, unit e: -1.026 0.830 -0.423 -0.371 -0.377 0.034 0.254 0.349 0.333 0.398

***

Energy relative to the most stable one, in hartree: A 0.2397; B 0.0000; C 0.1233

***

A.
This record from the Open Molecules 2025 dataset describes a structure of composition C15H18N2O2. The level of theory is ωB97M-V with the def2-TZVPD basis set.

```
! RIJCOSX wB97M-V def2-TZVPD def2/J DEFGRID3
* xyz 0 1
C 3.3917 2.6902 -0.7692
H 4.1227 3.5062 -1.1790
H 2.7030 3.1721 -0.2525
H 2.9525 2.1939 -1.7577
C 4.2020 1.4894 -0.2415
N 3.3178 0.4631 0.3831
C 2.4539 0.3608 1.5600
C 1.9077 -0.7187 1.2303
C 2.4143 -1.3374 0.1114
N 3.3778 -0.6023 -0.3953
C 2.1704 -2.5384 -0.2625
O 2.9905 -3.3838 -0.7536
O 0.9731 -3.3677 -0.3322
C -0.0935 -2.2271 -0.0819
C -0.2370 -1.2164 -1.0687
C -1.4011 -0.4094 -0.7047
C -2.3073 -0.8109 0.1353
C -2.2620 -1.8344 0.9602
C -1.0193 -2.5044 0.7219
H -1.0623 -3.4425 1.5235
H -3.0511 -2.0221 1.4980
C -3.6638 0.3495 0.3630
C -4.3424 0.4048 -1.0457
H -5.2981 0.9419 -0.8076
H -3.7430 0.8912 -2.1447
H -4.5457 -0.6925 -1.4045
C -3.1143 1.4796 0.6256
H -2.4667 2.2883 -0.1675
H -2.6389 1.5937 1.6678
H -3.9683 2.2496 0.8507
H -4.1864 -0.0423 0.9376
H -1.4324 0.4612 -1.6003
H 0.5786 -0.9487 -1.6432
H 1.1975 -1.2700 2.0236
H 2.4190 1.2301 2.0943
H 4.6716 2.3304 0.8302
H 4.9893 1.2730 -0.9042
*
```

Calculated atomic charges, method Mulliken, unit e: -1.093 0.298 0.423 0.267 -0.449 0.744 -0.739 0.103 -0.069 -0.854 0.768 -0.661 -0.450 0.163 -0.481 -0.603 0.667 -0.799 -0.200 0.111 0.743 -0.756 -1.099 0.412 0.196 0.281 -1.122 0.176 0.267 0.358 1.418 0.036 0.673 0.196 0.505 0.213 0.358

***

B.
This record from the Open Molecules 2025 dataset describes the molecule C15H18N2O2. The level of theory is ωB97M-V with the def2-TZVPD basis set.

Results
SMILES string	Cc1cc(C)n(C(=O)COc2c(C)cccc2C)n1

```
! RIJCOSX wB97M-V def2-TZVPD def2/J DEFGRID3
* xyz 0 1
C -4.4431 -1.6459 0.3171
C -3.4530 -0.5673 0.0793
C -3.5481 0.5028 -0.8500
C -2.3989 1.2264 -0.7077
C -1.9342 2.4410 -1.4118
N -1.6669 0.5925 0.2795
C -0.4238 0.9546 0.7777
O 0.1869 1.8979 0.3436
C 0.0739 0.0523 1.8957
O 1.4713 -0.1172 1.8704
C 2.0669 -0.3241 0.6322
C 1.7436 -1.4003 -0.1964
C 0.7362 -2.4441 0.1928
C 2.4119 -1.5203 -1.4096
C 3.3890 -0.6194 -1.7843
C 3.7259 0.4189 -0.9351
C 3.0716 0.5816 0.2747
C 3.3976 1.7156 1.1946
N -2.3253 -0.4979 0.7416
H -4.0795 -2.3135 1.0925
H -5.3953 -1.2177 0.6266
H -4.6089 -2.2114 -0.5987
H -4.3564 0.6941 -1.5256
H -1.7543 3.2489 -0.7039
H -2.6830 2.7521 -2.1355
H -0.9917 2.2470 -1.9222
H -0.4742 -0.8941 1.8745
H -0.1410 0.5535 2.8474
H -0.2840 -2.1081 0.0014
H 0.9024 -3.3503 -0.3858
H 0.8287 -2.6882 1.2494
H 2.1630 -2.3454 -2.0619
H 3.8949 -0.7330 -2.7317
H 4.4980 1.1197 -1.2173
H 4.2433 2.2866 0.8210
H 3.6251 1.3413 2.1906
H 2.5316 2.3714 1.2748
*
```

Calculated atomic charges, method Mulliken, unit e: -1.224 0.630 -1.218 1.033 -1.314 0.893 0.644 -0.575 -0.633 -0.531 0.418 0.902 -1.606 -0.714 -0.774 -0.703 1.114 -1.350 -1.137 0.338 0.307 0.284 0.402 0.297 0.350 0.300 0.320 0.361 0.265 0.503 0.329 0.398 0.387 0.366 0.424 0.300 0.213

***

Energy relative to the most stable one, in hartree: A 0.5487; B 0.0000

***

A.
This record from the Open Molecules 2025 dataset describes a cluster of 4 separate species, C3H13O5 in total. The level of theory is ωB97M-V with the def2-TZVPD basis set.

```
! RIJCOSX wB97M-V def2-TZVPD def2/J DEFGRID3
* xyz -1 1
C -0.9133 1.6570 0.1604
C 0.5740 1.6863 -0.3089
O 0.9007 3.0789 -0.2222
C -1.6209 0.3335 0.5168
O -0.8339 -0.4476 1.4383
H -1.5025 2.3108 -0.3274
H -0.7849 2.0991 1.2399
H 1.1125 1.1654 0.3769
H 0.6765 1.3612 -1.3184
H -0.0503 3.4342 -0.1292
H -2.5056 0.5518 1.0872
H -1.7434 -0.1509 -0.4023
H 1.9602 -1.8720 -0.4135
H 2.5880 -0.7511 -0.6941
O 2.8372 -1.6534 -0.8312
H -0.3518 -2.6383 -0.4570
H -0.6490 -1.6090 -1.6557
O -1.0452 -2.2018 -1.1908
H -0.3181 -1.3351 1.1169
H 1.0081 -2.6164 1.3934
O 0.6616 -2.4024 0.6208
*
```

Calculated atomic charges, method Mulliken, unit e: -0.907 0.028 -0.570 -0.556 -0.612 0.482 0.328 0.165 0.226 0.339 0.299 0.308 0.397 0.287 -0.697 0.453 0.233 -0.741 0.425 0.141 -1.028

***

B.
This record from the Open Molecules 2025 dataset describes a structure of composition C3H13O5. The level of theory is ωB97M-V with the def2-TZVPD basis set.

```
! RIJCOSX wB97M-V def2-TZVPD def2/J DEFGRID3
* xyz -1 1
C -0.1477 -0.3816 0.6892
C -1.0903 -0.8897 -0.4536
O -1.8381 0.1646 -0.9740
C 0.8336 -1.2686 1.3207
O 1.0360 -0.2662 3.6600
H -0.9166 0.1122 1.3458
H 0.2508 0.6340 0.1542
H -0.2894 -1.1154 -1.1982
H -1.6150 -1.7814 -0.0131
H -1.4725 0.2237 -1.9925
H 0.4295 -1.9454 2.0839
H 1.5273 -1.6509 0.4966
H 0.5346 0.4633 -2.3580
H -1.4945 0.6296 -3.7476
O -0.8303 0.1032 -3.3005
H 0.7391 2.7779 0.1159
H 0.7767 1.3405 -0.9137
O 1.0495 0.5674 -1.4981
H 1.2504 -0.5214 2.4662
H 1.2499 0.6609 3.8220
O 0.0172 2.1433 0.2946
*
```

Calculated atomic charges, method Mulliken, unit e: 0.177 -0.724 -0.549 -0.792 -0.733 0.324 0.419 0.403 0.299 0.480 0.340 0.309 0.412 0.183 -1.035 0.226 0.218 -0.742 0.366 0.288 -0.870

***

Energy relative to the most stable one, in hartree: A 0.0000; B 0.2008